(1)
C16H32BBrClN5O5PS | ωB97M-V/def2-TZVPD

Computed properties:
E_HOMO ... -11.22 eV
Calculated total energy ... -5077.067353 Ha
Net charge ... +1
Gap between HOMO and LUMO ... 6.84 eV

XYZ file:
```
63
Properties=species:S:1:pos:R:3:forces:R:3:lowdin_charge:R:1
C 3.19250 -3.67069 -0.15296 -1.00 0.49 0.59 -0.11
C 2.08055 -3.94079 1.00587 0.10 0.66 -0.47 -0.19
C 0.64209 -3.34027 0.56221 1.14 -2.94 -0.98 -0.20
O 0.78051 -1.93100 0.28615 -1.70 0.34 -0.11 -0.08
C -0.42828 -1.17396 0.39465 -0.73 1.91 0.91 -0.32
B -0.37512 -0.78514 2.01370 0.36 1.30 2.28 -0.41
N -1.29218 -1.43427 3.03457 0.73 0.97 -0.39 0.12
O 0.58272 0.14333 2.56881 -0.18 -2.99 -1.91 0.10
N -1.76047 -1.82868 0.31205 -1.78 -0.05 1.30 -0.38
Br -2.25407 -2.72796 -1.25742 0.22 -0.36 -0.78 0.91
C -2.78471 -0.73652 0.31131 4.60 0.65 -2.06 -0.33
N -3.95557 -0.84472 0.93050 0.53 1.39 0.39 -0.17
C -4.90217 0.30232 0.92837 -1.74 0.96 -0.86 -0.14
C -4.28017 1.67963 1.43744 2.43 0.40 2.95 -0.66
O -3.53049 1.73701 2.41876 -2.70 -0.55 -3.66 0.03
Cl -4.70648 3.25937 0.58792 0.09 -1.97 0.63 0.65
P -4.50275 -2.32673 1.81079 -1.29 -2.61 -0.61 0.41
S -5.14673 -3.72370 0.61385 0.49 0.86 0.57 0.17
N -2.14127 0.33083 -0.41139 -2.69 -2.16 0.97 -0.02
C -2.86594 0.98952 -1.53293 -0.59 0.58 -1.13 -0.03
C -0.64428 0.09915 -0.58798 0.44 1.55 -0.28 -0.25
C -0.06678 1.52611 -0.13881 0.63 0.41 0.83 -0.11
C 1.53110 1.61843 -0.00510 -0.23 1.32 0.41 -0.18
C 2.06877 2.88464 -0.85483 0.49 0.74 1.18 -0.19
C 3.29895 3.53950 -0.00664 -0.04 -0.18 -0.55 -0.21
C 4.43326 4.19417 -0.93580 -0.22 -0.77 1.17 -0.27
N 4.95467 3.13602 -1.87774 -1.22 0.48 -0.16 -0.04
C -0.27132 -0.01264 -2.13874 0.55 0.89 -1.54 -0.03
C 1.17436 -0.57420 -2.48381 1.63 -4.76 -0.65 -0.36
O 1.30286 -1.82505 -2.62080 -0.77 4.27 0.55 0.03
O 2.32933 0.19680 -2.70829 -2.24 -0.24 0.58 0.05
H 3.53062 -2.58230 -0.03200 -0.32 -1.57 -0.33 0.07
H 2.67987 -3.76397 -1.17473 1.01 -0.04 1.39 0.07
H 4.08721 -4.36109 -0.02965 -1.24 0.90 -0.29 0.08
H 1.99052 -5.06591 1.22626 -0.10 1.77 -0.36 0.12
H 2.43732 -3.40553 1.94607 -0.55 -0.82 -1.00 0.11
H -0.18612 -3.64803 1.27563 1.01 0.94 -0.57 0.13
H 0.41196 -3.86362 -0.44296 0.19 0.85 1.48 0.12
H -2.01460 -0.74416 3.30743 0.29 -0.50 -0.19 0.07
H -0.75764 -1.59790 3.91180 -0.40 0.38 -0.79 0.10
H 1.43712 -0.11053 2.13063 -0.70 0.97 0.37 0.11
H -5.78049 0.06133 1.63574 1.48 0.41 -0.99 0.14
H -5.38251 0.43011 -0.10936 0.84 -0.16 1.57 0.14
H -3.52431 -2.79710 2.73948 -0.03 1.00 -0.47 0.00
H -5.65015 -1.91855 2.59901 1.23 0.69 -0.39 0.01
H -3.02233 0.20053 -2.35993 0.35 1.37 1.10 0.11
H -3.89934 1.38758 -1.27829 1.46 -0.57 0.04 0.06
H -2.26903 1.89538 -1.91835 -0.90 -1.59 0.66 0.12
H -0.50992 1.88454 0.86520 0.51 -0.93 -1.51 0.14
H -0.37695 2.34459 -0.89093 0.28 -1.60 0.97 0.11
H 1.76088 1.88156 1.09492 -0.44 -0.49 -1.71 0.11
H 2.09353 0.65196 -0.21635 -0.78 1.24 -0.03 0.12
H 1.27552 3.72145 -0.90141 0.93 -1.51 0.00 0.12
H 2.37429 2.62812 -1.91872 -0.41 0.16 1.46 0.09
H 2.90618 4.28035 0.78061 0.48 -1.09 -1.21 0.12
H 3.77569 2.67355 0.56243 -0.34 1.16 -0.64 0.10
H 4.02613 5.08325 -1.51855 0.66 -1.12 0.78 0.12
H 5.29081 4.51596 -0.23638 -1.33 -0.23 -1.21 0.11
H 4.66003 2.20115 -1.53578 0.40 0.86 -0.13 0.05
H 4.41322 3.25310 -2.75140 0.65 -0.20 0.51 0.06
H -1.00889 -0.63235 -2.76960 1.43 0.61 1.26 0.11
H -0.31983 1.04264 -2.60513 0.07 -1.53 0.94 0.14
H 3.08835 -0.40663 -2.88938 -1.03 0.08 0.12 0.14
```
Forces are in eV/Å.

---

(2)
C33H44ClF24NO21P2 | ωB97M-V/def2-TZVPD

Computed properties:
E_HOMO ... -9.64 eV
SMILES ... NP(O)OC(=O)OP(O)Cl.CCOC(=O)C(F)(F)F.CCOC(=O)C(F)(F)F.CCOC(=O)C(F)(F)F.CCOC(=O)C(F)(F)F.CCOC(=O)C(F)(F)F.CCOC(=O)C(F)(F)F.CCOC(=O)C(F)(F)F.CCOC(=O)C(F)(F)F
Calculated total energy ... -6458.638251 Ha
Relative energy (zero: lowest compared OMol25 entry of this formula, charge and spin) ... 0.0 kJ/mol
Net charge ... 0
Gap between HOMO and LUMO ... 9.75 eV

XYZ file:
```
126
Properties=species:S:1:pos:R:3:forces:R:3:lowdin_charge:R:1
N 6.11927 0.55160 -5.30635 -0.36 0.14 0.02 -0.15
P 5.53808 1.44323 -6.62310 0.20 0.08 -0.49 0.83
O 4.67600 2.65432 -5.91567 0.16 -0.01 0.20 -0.31
O 4.19314 0.52240 -7.12570 -0.02 0.24 0.73 -0.20
C 3.85575 -0.66380 -6.59805 -0.43 -0.15 -0.49 -0.72
O 4.59630 -1.56775 -6.43319 0.43 -0.55 0.33 0.16
O 2.50530 -0.82371 -6.39073 0.08 0.71 0.04 -0.27
P 1.50371 0.17378 -5.51190 -0.14 -0.65 0.03 0.57
O 1.78695 1.64758 -6.08763 -0.11 0.31 -0.56 -0.36
Cl 2.62448 0.40906 -3.80119 0.01 0.02 -0.08 0.34
H 5.42661 0.04882 -4.75652 0.16 0.05 0.08 0.02
H 6.67352 1.15235 -4.70060 0.15 -0.29 -0.07 0.04
H 5.16136 2.95077 -5.12847 -0.40 0.04 -0.14 0.05
H 1.49852 1.71272 -7.01470 0.11 0.11 0.28 0.07
C 4.93090 3.49520 2.06772 0.18 -0.10 -0.15 -0.05
C 3.80041 2.54719 1.73227 -0.03 0.40 0.34 -0.18
O 4.03039 1.91126 0.44847 0.03 -0.19 0.04 0.05
C 4.86142 0.88455 0.46008 -0.01 0.04 0.26 -0.39
O 5.41937 0.40388 1.40817 -0.17 0.18 -0.31 0.15
C 5.02745 0.31006 -0.96399 0.12 -0.13 -0.13 -0.54
F 5.20298 1.28864 -1.86966 -0.04 -0.13 0.09 0.13
F 3.94251 -0.39629 -1.31400 0.18 0.14 0.17 0.11
F 6.08453 -0.49701 -1.01592 -0.13 0.12 -0.01 0.17
H 5.05856 4.22857 1.27111 -0.08 0.05 0.04 0.09
H 4.71006 4.02068 2.99618 -0.03 0.01 0.00 0.09
H 5.87448 2.96337 2.18794 -0.03 -0.03 0.07 0.08
H 2.86499 3.09338 1.63983 0.24 -0.26 -0.25 0.09
H 3.67286 1.78758 2.50168 0.08 -0.14 -0.10 0.11
C -2.36075 3.80620 -1.62706 0.47 -0.08 0.10 -0.06
C -2.56490 4.58956 -0.35495 -0.39 0.10 -0.27 -0.17
O -1.43770 4.44200 0.54336 0.05 0.08 0.01 0.05
C -0.38915 5.20831 0.31076 -0.12 0.13 -0.17 -0.40
O -0.24037 6.02781 -0.54988 -0.02 -0.21 0.19 0.18
C 0.67789 4.93707 1.39233 0.15 -0.05 0.07 -0.53
F 0.85844 3.61533 1.58912 -0.24 0.28 -0.02 0.14
F 0.30205 5.48004 2.55739 0.04 -0.07 -0.08 0.17
F 1.85561 5.46016 1.04703 -0.14 -0.06 0.03 0.17
H -2.15595 2.76046 -1.39750 -0.12 -0.02 0.01 0.09
H -3.24913 3.86495 -2.24742 -0.07 0.03 0.04 0.07
H -1.51511 4.19395 -2.19588 -0.05 0.07 -0.03 0.08
H -3.41331 4.20492 0.19864 0.27 0.09 -0.01 0.08
H -2.74175 5.64542 -0.55658 0.20 0.05 0.04 0.13
C -6.82791 -0.81439 3.03489 -0.19 0.29 -0.27 -0.06
C -5.86525 0.13630 3.70788 -0.06 -0.31 0.29 -0.18
O -5.29613 1.07518 2.76342 -0.06 0.10 -0.01 0.04
C -6.04220 2.12258 2.45387 -0.29 -0.01 0.14 -0.40
O -7.13559 2.39648 2.86140 0.30 -0.10 -0.11 0.17
C -5.26635 3.03859 1.48002 -0.37 -0.29 0.26 -0.54
F -4.69025 2.31971 0.50697 0.07 0.18 0.08 0.16
F -4.31823 3.68980 2.17501 0.02 -0.04 -0.18 0.16
F -6.07509 3.93435 0.92175 0.17 -0.05 0.04 0.18
H -6.34979 -1.32675 2.20500 0.06 -0.05 0.01 0.07
H -7.18302 -1.55566 3.74928 0.03 -0.01 0.03 0.08
H -7.68740 -0.27362 2.63915 -0.05 0.01 0.10 0.08
H -5.01476 -0.40112 4.11989 0.11 0.07 -0.12 0.12
H -6.34175 0.68305 4.52010 -0.05 0.14 -0.10 0.13
C -5.35508 -1.80410 -6.72495 -0.09 0.18 0.16 -0.06
C -3.91298 -1.35009 -6.74862 -0.03 -0.36 -0.23 -0.19
O -3.77103 -0.01711 -6.20879 0.06 0.04 0.15 0.03
C -3.73839 0.07273 -4.88703 0.03 -0.23 -0.02 -0.40
O -3.81270 -0.81926 -4.09207 0.01 0.24 -0.16 0.17
C -3.53477 1.54752 -4.47706 -0.01 0.23 0.02 -0.53
F -4.33283 2.36857 -5.17340 0.10 -0.13 0.16 0.17
F -2.26169 1.91845 -4.71353 -0.12 -0.08 0.03 0.15
F -3.78096 1.71257 -3.17940 -0.05 -0.15 -0.28 0.16
H -5.98814 -1.08794 -7.24930 0.02 -0.04 -0.07 0.08
H -5.44695 -2.77585 -7.20832 0.02 0.00 -0.02 0.08
H -5.72168 -1.89044 -5.70285 0.04 -0.06 0.01 0.08
H -3.54611 -1.28107 -7.77019 0.02 0.15 0.02 0.12
H -3.26481 -2.03475 -6.20326 -0.02 0.08 0.13 0.13
C 5.56329 -1.67414 3.75869 0.02 -0.39 0.21 -0.06
C 4.71061 -0.75591 4.59957 0.22 0.27 -0.31 -0.19
O 3.81141 -1.49670 5.45601 -0.03 -0.01 0.13 0.03
C 4.32485 -1.96761 6.58085 0.23 0.09 -0.04 -0.40
O 5.44838 -1.84858 6.97927 -0.31 -0.05 -0.07 0.17
C 3.22050 -2.69471 7.38242 0.08 -0.08 0.02 -0.54
F 2.49554 -3.49935 6.59318 0.05 0.06 0.14 0.15
F 2.39236 -1.79073 7.93219 0.04 -0.11 -0.04 0.16
F 3.75529 -3.42627 8.35652 -0.12 0.10 -0.11 0.17
H 4.93373 -2.35871 3.18841 -0.01 0.07 -0.07 0.09
H 6.16522 -1.09427 3.06677 -0.01 0.05 -0.03 0.06
H 6.22715 -2.27469 4.38087 0.00 0.06 0.05 0.08
H 4.06305 -0.15289 3.96756 -0.13 -0.07 0.05 0.11
H 5.31589 -0.07926 5.20182 -0.01 -0.11 0.14 0.13
C 0.25460 6.11537 -7.39910 -0.10 0.23 0.10 -0.06
C -0.41484 5.18008 -6.41730 0.21 -0.25 -0.26 -0.20
O -0.97829 5.90231 -5.30220 -0.11 0.02 0.04 0.03
C -2.15937 6.46729 -5.50224 -0.03 -0.08 -0.22 -0.40
O -2.81761 6.45180 -6.50304 0.15 0.03 0.25 0.17
C -2.62851 7.13387 -4.18961 0.08 0.12 -0.01 -0.54
F -1.64699 7.84105 -3.61958 -0.16 -0.10 -0.04 0.17
F -3.00724 6.16891 -3.33276 -0.06 0.20 -0.01 0.15
F -3.66125 7.94417 -4.40674 0.11 -0.17 0.04 0.18
H 1.00485 6.72319 -6.89292 0.06 -0.07 -0.01 0.09
H 0.73980 5.54180 -8.18801 0.02 -0.02 0.00 0.08
H -0.46999 6.78850 -7.85599 -0.03 -0.06 -0.04 0.08
H 0.30953 4.49892 -5.97554 -0.02 0.06 0.15 0.12
H -1.19189 4.58334 -6.89433 -0.12 0.11 0.04 0.12
C -0.32864 -3.80061 4.42674 -0.09 0.06 -0.28 -0.06
C -1.54012 -3.96708 5.31193 0.37 -0.08 0.27 -0.18
O -2.76281 -3.57511 4.63889 -0.10 -0.11 -0.09 0.03
C -3.28603 -4.46834 3.81522 0.22 -0.15 0.06 -0.40
O -2.86924 -5.55957 3.54882 -0.10 0.25 0.07 0.17
C -4.60856 -3.92534 3.23531 -0.14 -0.07 -0.06 -0.53
F -4.49207 -2.64953 2.83976 0.10 -0.21 0.03 0.15
F -5.56794 -3.98031 4.17873 0.11 0.04 -0.14 0.16
F -5.00061 -4.65619 2.19505 0.03 0.15 0.16 0.18
H -0.25606 -2.77829 4.05324 0.01 0.04 0.11 0.09
H 0.57214 -4.03845 4.98980 -0.02 -0.02 0.00 0.06
H -0.38015 -4.46625 3.56639 0.02 -0.08 0.04 0.08
H -1.47761 -3.31852 6.18254 -0.14 0.09 -0.06 0.13
H -1.63533 -4.99319 5.66421 -0.09 -0.04 -0.12 0.13
C 0.22995 -9.21227 3.30947 0.17 0.18 -0.11 -0.06
C 0.93239 -9.37854 4.63833 -0.36 -0.24 -0.01 -0.19
O 2.25150 -8.78831 4.61662 0.06 0.12 0.06 0.04
C 2.30575 -7.47821 4.79192 -0.27 -0.02 0.02 -0.39
O 1.38467 -6.73023 4.96415 0.25 -0.10 -0.02 0.16
C 3.77977 -7.01360 4.78563 -0.01 0.03 -0.02 -0.54
F 4.46060 -7.57434 3.77976 -0.02 0.10 0.11 0.17
F 4.36585 -7.36328 5.94064 -0.02 0.05 -0.13 0.17
F 3.84618 -5.68987 4.65932 0.04 -0.12 0.02 0.17
H 0.84007 -9.62089 2.50351 -0.03 -0.08 0.02 0.08
H -0.72657 -9.73286 3.32659 0.00 -0.02 0.02 0.08
H 0.04529 -8.16105 3.09142 -0.06 0.00 0.06 0.08
H 1.09906 -10.42992 4.86061 0.15 0.02 -0.01 0.12
H 0.35447 -8.94890 5.45530 0.07 0.14 -0.01 0.12
```
Forces are in eV/Å.

---

(3)
C14H33BO7PS | ωB97M-V/def2-TZVPD

Computed properties:
E_HOMO ... -4.04 eV
Calculated total energy ... -1844.376271 Ha
Net charge ... -1
Gap between HOMO and LUMO ... 6.24 eV

XYZ file:
```
57
Properties=species:S:1:pos:R:3:forces:R:3:lowdin_charge:R:1
C -0.39309 0.11443 0.13197 0.09 0.15 0.25 -0.13
O -1.53149 -0.42871 -0.49010 0.17 -0.03 -0.11 -0.20
C -2.46674 -0.94992 0.44831 -0.13 -0.09 -0.10 -0.24
C -2.93628 0.03165 1.50033 0.04 0.09 0.02 -0.21
C -4.12204 -0.53276 2.27427 0.00 -0.05 0.11 -0.23
C -4.91972 0.48879 3.08946 -0.04 -0.01 0.12 -0.25
C -4.10126 1.46048 3.95720 0.00 -0.22 0.22 -0.29
B -3.82396 0.97179 5.49788 0.04 0.43 -0.09 -0.69
P -2.40773 -0.38470 5.54368 -0.43 -0.30 0.01 0.30
S -2.87270 -2.33514 5.48357 0.13 0.02 0.00 -0.11
H 0.45364 0.07477 -0.55116 -0.04 -0.06 -0.17 0.06
H -0.13047 -0.43969 1.03933 0.06 -0.09 0.00 0.10
H -0.54703 1.15822 0.41840 -0.03 0.04 0.03 0.09
H -2.03907 -1.83994 0.92678 0.03 -0.04 0.08 0.13
H -3.31842 -1.27357 -0.15040 -0.01 -0.04 -0.06 0.12
H -3.19307 0.98017 1.01714 -0.09 0.01 -0.05 0.13
H -2.12162 0.24387 2.19456 0.01 0.06 0.00 0.08
H -3.77411 -1.32216 2.94508 0.08 -0.04 -0.01 0.06
H -4.80059 -1.01390 1.56132 -0.07 -0.03 0.01 0.10
H -5.59118 1.03234 2.41495 0.09 0.08 -0.11 0.09
H -5.56186 -0.08219 3.76493 -0.15 0.01 -0.07 0.09
H -4.63404 2.41446 4.00690 -0.07 0.03 0.05 0.07
H -3.15236 1.69769 3.46606 0.03 0.11 -0.10 0.06
H -4.79116 0.46036 6.02716 0.04 -0.05 -0.02 0.02
H -3.41679 1.90757 6.18655 0.13 -0.19 -0.09 0.01
H -1.48736 -0.10833 4.50875 0.12 0.13 -0.06 -0.08
H -1.52894 -0.13993 6.61454 0.09 0.03 0.13 -0.08
C 5.24293 -3.75987 -0.12090 -0.08 -0.01 0.03 -0.06
C 5.05916 -3.90242 -1.61501 0.15 -0.01 -0.04 -0.22
O 3.70028 -4.21506 -1.95961 -0.03 -0.03 0.02 0.04
C 2.85893 -3.18059 -1.93837 -0.03 -0.01 -0.02 -0.61
O 3.15926 -2.03453 -1.71648 0.05 0.12 0.03 0.11
O 1.64063 -3.62469 -2.21416 -0.04 -0.01 0.01 0.01
C 0.61320 -2.62442 -2.13613 -0.19 0.05 -0.03 -0.02
H 4.90389 -4.66059 0.39110 0.02 -0.01 0.00 0.08
H 6.29835 -3.60811 0.10711 0.02 0.00 0.00 0.08
H 4.68223 -2.90858 0.26143 0.01 0.01 -0.02 0.08
H 5.63097 -4.74391 -2.00155 -0.01 -0.01 -0.01 0.12
H 5.36265 -2.99940 -2.14339 -0.02 0.03 0.02 0.12
H 0.87070 -1.75973 -2.74298 0.03 0.02 0.01 0.09
H 0.45418 -2.31595 -1.10587 0.04 0.02 0.01 0.09
H -0.28966 -3.08949 -2.51683 0.02 -0.06 0.00 0.10
C 3.80997 2.03095 -2.63115 -0.02 0.14 -0.02 -0.06
C 2.39082 1.53025 -2.77370 0.08 -0.32 0.03 -0.21
O 1.42988 2.59618 -2.67276 -0.17 -0.12 -0.01 0.04
C 1.28804 3.34498 -3.75690 0.69 0.52 0.28 -0.62
O 1.88313 3.22068 -4.79823 -0.24 -0.20 -0.16 0.12
O 0.46065 4.34881 -3.46135 -0.24 -0.09 -0.07 0.01
C 0.26348 5.28653 -4.51958 -0.06 0.01 0.00 -0.04
H 3.92385 2.58173 -1.69695 0.02 -0.03 0.02 0.08
H 4.49351 1.18213 -2.61943 -0.01 -0.02 0.01 0.08
H 4.07996 2.68550 -3.45909 -0.01 -0.03 -0.01 0.07
H 2.13935 0.85487 -1.95973 -0.04 0.02 0.02 0.10
H 2.24518 0.99890 -3.71325 0.00 0.07 -0.05 0.12
H -0.07344 4.78284 -5.42296 0.01 0.00 -0.02 0.09
H 1.18590 5.82593 -4.72948 0.02 -0.03 -0.01 0.10
H -0.49852 5.97142 -4.16123 -0.01 0.01 0.00 0.09
```
Forces are in eV/Å.

---

Q: What is the E_HOMO in the second record?
A: -9.64 eV